Entry 1:
A cluster of 7 separate species, C4H22N2O8 in total in a non-equilibrium geometry, computed with ωB97M-V with the def2-TZVPD basis set.

Last columns: bonded neighbours and bond lengths (Å).
Geometry (Å):
1 C -0.079 -1.489 -1.224  C2 1.523, N5 1.463, H9 1.093, H10 1.096
2 C 0.127 -1.888 0.230  C1 1.523, C3 1.517, O4 1.400, H11 1.091
3 C 1.048 -3.089 0.322  C2 1.517, H12 1.095, H13 1.104, H14 1.084
4 O 0.495 -0.858 1.103  C2 1.400, H15 0.974
5 N -0.986 -0.344 -1.319  C1 1.463, C6 1.364, H16 1.002
6 C -0.991 0.387 -2.471  N5 1.364, N7 1.407, O8 1.215
7 N -1.842 1.504 -2.382  C6 1.407, H17 1.013, H18 1.007
8 O -0.461 0.097 -3.525  C6 1.215
9 H 0.835 -1.334 -1.804  C1 1.093
10 H -0.622 -2.299 -1.723  C1 1.096
11 H -0.875 -2.192 0.536  C2 1.091
12 H 1.005 -3.974 -0.321  C3 1.095
13 H 2.045 -2.767 -0.028  C3 1.104
14 H 1.176 -3.401 1.352  C3 1.084
15 H 1.438 -0.612 1.116  O4 0.974
16 H -1.265 0.168 -0.504  N5 1.002
17 H -2.045 1.865 -3.306  N7 1.013
18 H -2.674 1.453 -1.817  N7 1.007
19 H 2.823 -0.560 -0.412  O21 0.960
20 H 4.084 -0.519 0.547  O21 0.961
21 O 3.129 -0.421 0.487  H19 0.960, H20 0.961
22 H -1.897 1.613 1.527  O24 0.975
23 H -1.625 3.115 1.334  O24 0.961
24 O -1.330 2.246 1.049  H22 0.975, H23 0.961
25 H -0.593 -0.373 2.778  O27 0.973
26 H -0.650 1.055 3.458  O27 0.964
27 O -1.144 0.245 3.290  H25 0.973, H26 0.964
28 H -2.502 -0.588 1.676  O30 0.973
29 H -3.645 -0.953 2.447  O30 0.967
30 O -3.465 -0.645 1.548  H28 0.973, H29 0.967
31 H 2.056 3.401 0.771  O33 0.960
32 H 2.228 2.008 0.113  O33 0.967
33 O 2.476 2.545 0.878  H31 0.960, H32 0.967
34 H 0.686 2.084 -1.391  O36 0.968
35 H 1.512 2.607 -2.504  O36 0.965
36 O 1.531 1.915 -1.832  H34 0.968, H35 0.965

Results
- 2S+1 = 1
- orbital gap (hartree) = 0.367
- max |F| (eV Å⁻¹) = 2.0
- SMILES = C[C@@H](O)CNC(N)=O.O.O.O.O.O.O
- ΔE to the lowest compared entry with this formula, charge and spin (kJ/mol) = 46.3


Entry 2:
The molecule C17H17Cl2NO2S, computed with ωB97M-V with the def2-TZVPD basis set.

Last columns: bonded neighbours and bond lengths (Å).
Geometry (Å):
1 O 0.343 -0.813 1.106  C2 1.213
2 C 0.025 -0.741 -0.063  O1 1.213, N3 1.343, C26 1.534
3 N -0.155 0.408 -0.736  C2 1.343, H4 1.010, C5 1.441
4 H -0.462 0.361 -1.697  N3 1.010
5 C -0.130 1.700 -0.098  N3 1.441, C6 1.524, H24 1.092, H25 1.098
6 C -1.394 2.492 -0.410  C5 1.524, H7 1.089, H8 1.091, S9 1.824
7 H -1.423 3.416 0.165  C6 1.089
8 H -1.439 2.731 -1.474  C6 1.091
9 S -2.927 1.562 -0.078  C6 1.824, C10 1.832
10 C -3.190 1.902 1.703  S9 1.832, C11 1.492, H22 1.089, H23 1.090
11 C -2.249 1.138 2.574  C10 1.492, C12 1.391, C16 1.391
12 C -1.212 1.747 3.273  C11 1.391, C13 1.385, Cl21 1.740
13 C -0.341 1.010 4.059  C12 1.385, C14 1.382, H20 1.079
14 C -0.494 -0.360 4.149  C13 1.382, C15 1.384, H19 1.078
15 C -1.515 -0.988 3.457  C14 1.384, C16 1.380, H18 1.079
16 C -2.379 -0.243 2.681  C11 1.391, C15 1.380, H17 1.080
17 H -3.170 -0.727 2.126  C16 1.080
18 H -1.632 -2.059 3.517  C15 1.079
19 H 0.192 -0.935 4.751  C14 1.078
20 H 0.456 1.512 4.586  C13 1.079
21 Cl -0.972 3.468 3.184  C12 1.740
22 H -3.107 2.978 1.846  C10 1.089
23 H -4.220 1.589 1.879  C10 1.090
24 H -0.030 1.514 0.973  C5 1.092
25 H 0.741 2.274 -0.439  C5 1.098
26 C -0.215 -1.988 -0.922  C2 1.534, O27 1.410, H39 1.096, H40 1.095
27 O 0.045 -1.798 -2.294  C26 1.410, C28 1.366
28 C 1.343 -1.650 -2.694  O27 1.366, C29 1.395, C33 1.390
29 C 1.549 -1.586 -4.073  C28 1.395, C30 1.379, H38 1.078
30 C 2.819 -1.434 -4.587  C29 1.379, C31 1.387, H37 1.078
31 C 3.899 -1.345 -3.721  C30 1.387, C32 1.383, Cl36 1.730
32 C 3.708 -1.402 -2.352  C31 1.383, C33 1.385, H35 1.078
33 C 2.432 -1.553 -1.835  C28 1.390, C32 1.385, H34 1.078
34 H 2.305 -1.584 -0.765  C33 1.078
35 H 4.552 -1.328 -1.685  C32 1.078
36 Cl 5.495 -1.157 -4.359  C31 1.730
37 H 2.974 -1.388 -5.653  C30 1.078
38 H 0.693 -1.663 -4.725  C29 1.078
39 H 0.362 -2.824 -0.510  C26 1.096
40 H -1.279 -2.237 -0.862  C26 1.095

Results
- 2S+1 = 1
- orbital gap (hartree) = 0.339
- max |F| (eV Å⁻¹) = 0.6
- SMILES = O=C(COc1ccc(Cl)cc1)NCCSCc1ccccc1Cl
- ΔE to the lowest compared entry with this formula, charge and spin (kJ/mol) = 16.8